[1]
{"formula": "C17H19NO3S2", "method": "the ωB97M-V functional and the def2-TZVPD basis", "elements": ["C", "H", "O", "C", "C", "N", "C", "O", "C", "C", "C", "C", "C", "C", "C", "C", "C", "C", "S", "H", "H", "H", "H", "S", "H", "C", "H", "C", "O", "C", "H", "H", "H", "H", "H", "H", "H", "H", "H", "H", "H", "H"], "xyz": [[-2.7248, -2.8071, 1.4942], [-2.1341, -3.7104, 1.2998], [-2.7071, -1.9428, 0.3867], [-1.4106, -1.5060, 0.0490], [-1.5042, -0.5611, -1.1580], [-1.7063, 0.8229, -0.8096], [-0.7577, 1.6703, -0.3259], [-1.0592, 2.7994, 0.0342], [0.6704, 1.2962, -0.2503], [1.5943, 2.2318, 0.1493], [2.8982, 1.7241, 0.1798], [2.9857, 0.3911, -0.1900], [4.3033, -0.1369, -0.1614], [4.7722, -1.4144, -0.4637], [6.1195, -1.6792, -0.3527], [7.0113, -0.6889, 0.0559], [6.5693, 0.5838, 0.3600], [5.2161, 0.8583, 0.2507], [4.4483, 2.3989, 0.5873], [7.2558, 1.3534, 0.6765], [8.0627, -0.9194, 0.1360], [6.4922, -2.6654, -0.5846], [4.0732, -2.1741, -0.7797], [1.4350, -0.2438, -0.5871], [1.3134, 3.2368, 0.4040], [-3.0658, 1.3319, -0.8293], [-3.0252, 2.4042, -1.0351], [-3.7808, 1.1160, 0.5175], [-5.1117, 1.5710, 0.5245], [-6.0151, 0.7524, -0.1749], [-5.8928, 0.8335, -1.2610], [-7.0121, 1.0986, 0.0928], [-5.9030, -0.2992, 0.1160], [-3.2671, 1.7024, 1.2830], [-3.7423, 0.0494, 0.7784], [-3.6079, 0.8282, -1.6313], [-0.6087, -0.6601, -1.7758], [-2.3590, -0.8892, -1.7534], [-0.7819, -2.3725, -0.2057], [-0.9505, -0.9895, 0.9044], [-2.3287, -2.3132, 2.3898], [-3.7645, -3.0814, 1.6600]], "forces_ev_per_angstrom": [[0.0, 0.0, 0.1], [0.0, 0.0, 0.0], [-0.1, 0.1, -0.3], [0.0, -0.1, -0.2], [0.3, -0.4, 0.3], [-0.2, 0.1, 0.0], [-0.3, 0.2, -0.1], [0.0, 0.1, 0.1], [0.8, -0.1, 0.1], [-0.5, -0.1, -0.1], [0.4, -0.7, -0.1], [-0.8, 0.6, 0.1], [0.6, 0.0, 0.1], [0.0, 0.1, 0.0], [0.0, -0.1, 0.0], [0.1, 0.1, 0.0], [0.1, -0.1, 0.0], [-0.3, 0.0, 0.0], [0.0, -0.2, -0.1], [0.1, 0.1, 0.0], [0.1, 0.0, 0.0], [0.0, -0.1, 0.0], [0.0, -0.1, 0.0], [0.4, 0.4, 0.1], [-0.2, 0.1, 0.0], [-0.5, 0.3, 0.2], [-0.1, -0.2, 0.0], [0.2, -0.1, 0.0], [0.0, 0.2, 0.0], [0.0, 0.0, 0.0], [0.0, 0.0, 0.0], [0.0, -0.1, -0.1], [0.0, 0.0, 0.0], [0.1, -0.1, -0.1], [0.0, 0.2, 0.0], [0.1, 0.0, 0.0], [-0.2, 0.0, 0.0], [0.1, 0.0, 0.0], [0.0, 0.0, 0.0], [0.0, -0.1, -0.1], [0.0, 0.0, 0.0], [0.0, 0.0, 0.1]], "de_lowest_kj_mol": 191.1, "lumo_ev": -0.05, "smiles": "COCCN(CCOC)C(=O)c1cc2sc3ccccc3c2s1", "e_homo_ev": -8.298}

***

[2]
{"formula": "C17H19NO4", "method": "the ωB97M-V functional and the def2-TZVPD basis", "elements": ["C", "H", "O", "C", "C", "C", "C", "C", "C", "H", "H", "C", "O", "N", "H", "C", "C", "O", "C", "C", "C", "C", "C", "C", "H", "O", "C", "H", "H", "H", "H", "H", "H", "H", "H", "H", "H", "H", "H", "H", "H"], "xyz": [[1.2017, 5.0822, -5.4555], [0.1549, 5.3959, -5.5181], [1.4905, 4.4911, -4.2110], [0.8264, 3.3604, -3.8566], [1.1527, 2.8311, -2.6051], [0.5518, 1.6784, -2.1502], [-0.3985, 1.0231, -2.9321], [-0.7397, 1.5700, -4.1637], [-0.1342, 2.7195, -4.6337], [-0.4191, 3.1070, -5.5990], [-1.4934, 1.0714, -4.7542], [-1.0997, -0.2198, -2.5066], [-2.2189, -0.5051, -2.8917], [-0.3820, -1.0367, -1.6971], [0.5292, -0.7617, -1.3697], [-0.9299, -2.2418, -1.1314], [-1.0744, -2.1270, 0.3868], [0.2252, -1.9586, 0.9194], [0.3821, -1.9167, 2.2719], [1.6952, -1.7717, 2.7274], [1.9472, -1.7270, 4.0798], [0.9197, -1.8250, 5.0068], [-0.3855, -1.9667, 4.5573], [-0.6520, -2.0088, 3.1871], [-1.6813, -2.1150, 2.8873], [-1.4823, -2.0746, 5.3586], [-1.2995, -2.0544, 6.7531], [-0.8609, -1.1089, 7.0880], [-2.2947, -2.1608, 7.1822], [-0.6708, -2.8857, 7.0883], [1.1507, -1.7893, 6.0588], [2.9626, -1.6156, 4.4296], [2.4911, -1.7006, 2.0040], [-1.5382, -3.0396, 0.7817], [-1.7044, -1.2640, 0.6393], [-1.9104, -2.3938, -1.5880], [-0.2762, -3.0881, -1.3648], [0.8077, 1.3119, -1.1663], [1.8840, 3.3518, -2.0070], [1.8443, 5.9587, -5.5210], [1.4292, 4.4045, -6.2845]], "forces_ev_per_angstrom": [[-0.1, 0.1, -0.2], [0.0, 0.0, 0.0], [0.0, -0.2, 0.3], [0.0, -0.1, 0.2], [0.1, 0.2, -0.1], [-0.1, 0.0, -0.2], [-0.1, 0.3, -0.2], [0.0, -0.2, 0.3], [0.1, 0.3, -0.1], [0.0, 0.1, -0.1], [-0.1, 0.0, 0.0], [0.2, -0.1, 0.0], [-0.2, 0.0, -0.1], [0.3, -0.1, 0.3], [-0.1, 0.1, -0.2], [-0.1, 0.0, 0.4], [-0.3, -0.1, -0.4], [0.2, 0.0, 0.1], [0.1, 0.0, 0.2], [0.0, 0.0, -0.1], [0.0, 0.0, -0.2], [-0.3, 0.0, 0.4], [0.1, 0.0, -0.1], [-0.2, 0.0, -0.1], [-0.1, 0.0, -0.1], [0.1, 0.0, -0.4], [0.0, 0.0, 0.2], [0.0, 0.0, 0.0], [0.1, 0.0, 0.0], [0.0, 0.0, 0.0], [0.0, 0.0, 0.1], [0.1, 0.0, 0.0], [0.1, 0.0, -0.1], [0.0, 0.1, 0.0], [0.0, -0.1, 0.0], [0.1, -0.1, 0.1], [-0.1, 0.0, 0.0], [0.0, 0.0, 0.1], [0.1, 0.1, 0.1], [-0.1, -0.1, 0.0], [0.0, 0.0, 0.0]], "de_lowest_kj_mol": 232.3, "lumo_ev": 0.79, "smiles": "COc1ccc(C(=O)NCCOc2cccc(OC)c2)cc1", "e_homo_ev": -8.424}

***

[3]
{"formula": "C17H20BClIrN6", "method": "the ωB97M-V functional and the def2-TZVPD basis", "elements": ["C", "N", "N", "C", "C", "B", "N", "N", "C", "C", "C", "Ir", "N", "N", "C", "C", "C", "H", "H", "H", "H", "H", "H", "H", "H", "H", "H", "H", "C", "H", "H", "H", "Cl", "C", "C", "C", "C", "C", "C", "C", "H", "H", "H", "H", "H", "H"], "xyz": [[-1.7242, 1.9264, -1.6415], [-0.7605, 1.2635, -0.9557], [0.2331, 0.8519, -1.8379], [-0.0632, 1.4091, -3.0463], [-1.2878, 2.0388, -2.9623], [1.6790, 0.3485, -1.4514], [1.9554, 1.0113, -0.0646], [0.9643, 1.4133, 0.8249], [1.4910, 2.3201, 1.6790], [2.8205, 2.5389, 1.3239], [3.0775, 1.7355, 0.2260], [-0.9447, 0.7627, 0.9605], [2.2621, -1.1438, -1.8480], [2.0418, -2.4933, -1.3811], [2.9326, -3.2797, -1.9764], [3.7110, -2.5204, -2.8878], [3.2497, -1.2160, -2.7756], [3.0492, -4.3441, -1.7936], [3.6010, -0.3384, -3.3217], [4.5016, -2.8575, -3.5110], [2.3818, 1.0381, -2.1959], [3.9510, 1.6437, -0.3820], [0.6493, 1.3596, -3.8615], [3.4930, 3.2030, 1.8276], [-1.8355, 2.5141, -3.7439], [0.8602, 2.7424, 2.4482], [-2.6186, 2.2554, -1.1244], [-0.0745, -0.1912, 2.3008], [-0.9800, 0.2713, 2.8205], [-0.5181, 0.8871, 3.5993], [-1.8036, 1.0450, 2.1572], [-1.5782, -0.5583, 3.2140], [-0.9789, -3.8480, 1.0685], [-2.3961, -2.9784, 1.5217], [-3.2440, -3.5367, 2.4759], [-4.4216, -2.8673, 2.8458], [-4.7707, -1.6662, 2.2122], [-3.9001, -1.0686, 1.2987], [-2.6822, -1.6915, 1.0070], [-1.7037, -0.9808, 0.1443], [-2.9691, -4.4932, 2.9279], [-5.0675, -3.3101, 3.6132], [-5.7177, -1.1717, 2.4472], [-4.1084, -0.0797, 0.8775], [-2.1454, -0.7505, -0.8372], [-0.7440, -1.5274, 0.0685]], "forces_ev_per_angstrom": [[1.4, -0.7, 1.2], [-2.1, 0.4, -2.5], [-0.3, 1.0, -2.4], [3.0, -2.3, 2.0], [-2.5, 1.3, 0.1], [2.0, 0.8, -0.6], [-0.5, 0.1, 0.3], [2.2, 0.8, 0.8], [0.5, -0.6, -1.0], [-0.2, 0.0, 0.2], [-1.4, -0.2, 0.6], [1.5, 0.3, -6.9], [1.2, 0.2, -1.4], [0.4, -0.4, 0.1], [-0.7, 1.0, 0.4], [0.1, -1.6, 0.4], [-1.8, 2.7, 1.2], [-0.4, 0.2, 0.2], [-0.1, -0.3, 0.2], [0.5, -0.3, -0.5], [-0.5, -0.7, 0.3], [0.4, -0.1, -0.1], [-0.2, -0.1, -0.1], [0.3, 0.2, 0.0], [-0.2, 0.3, -0.6], [0.3, 0.2, 0.1], [0.1, 0.2, -0.3], [0.2, -0.7, 0.3], [0.2, -1.4, 3.9], [-0.4, 0.0, 0.1], [-2.0, 0.6, 3.4], [0.1, 0.4, 0.1], [-1.3, 0.8, 0.4], [1.3, -0.8, -0.1], [-1.8, -0.3, 1.4], [1.1, -1.6, 0.2], [-1.0, 0.2, 0.3], [1.8, -0.2, -0.6], [-0.8, 1.6, -0.8], [-0.1, -0.7, 0.1], [-0.2, 0.2, -0.1], [0.2, 0.2, -0.4], [0.2, -0.2, 0.0], [-0.1, -0.4, 0.1], [0.3, -0.1, 0.3], [-0.6, 0.0, -0.4]], "multiplicity": 6, "total_charge": 4, "lumo_ev": [-13.38, -17.18], "e_homo_ev": [-21.577, -21.536]}

***

[4]
{"formula": "C17H20BClN6Pt", "method": "the ωB97M-V functional and the def2-TZVPD basis", "elements": ["C", "N", "N", "C", "C", "B", "N", "N", "C", "C", "C", "Pt", "N", "N", "C", "C", "C", "H", "H", "H", "H", "H", "H", "H", "H", "H", "H", "H", "C", "H", "H", "H", "Cl", "C", "C", "C", "C", "C", "C", "C", "H", "H", "H", "H", "H", "H"], "xyz": [[2.9775, -0.4420, -0.7778], [1.6666, -0.4494, -1.1057], [1.5296, -0.1589, -2.4385], [2.7694, -0.1025, -2.9669], [3.6992, -0.2360, -1.9411], [0.1822, 0.0515, -3.1916], [-0.6828, -1.1619, -2.7338], [-0.7659, -1.6136, -1.4226], [-1.6371, -2.6469, -1.3965], [-2.0083, -2.9481, -2.6962], [-1.3623, -2.0300, -3.5190], [0.2344, -0.8857, 0.2238], [-0.4878, 1.4142, -2.7216], [-0.7368, 1.4955, -1.3747], [-1.1926, 2.7109, -1.1085], [-1.3202, 3.4512, -2.3083], [-0.8425, 2.5935, -3.3207], [-1.4071, 3.0119, -0.0859], [-0.7335, 2.7662, -4.3940], [-1.7086, 4.4598, -2.3926], [0.3322, 0.0641, -4.3797], [-1.3241, -1.9574, -4.5858], [2.8642, 0.0411, -4.0356], [-2.6653, -3.7454, -2.9962], [4.7794, -0.1761, -1.9861], [-1.9612, -3.1048, -0.4605], [3.2837, -0.5585, 0.2567], [-1.4413, 0.0639, 0.4434], [-1.5416, -0.8671, 1.1410], [-2.3463, -1.4892, 0.7242], [-0.6262, -1.6450, 1.2891], [-1.6499, -0.4652, 2.1523], [-0.4873, 2.7916, 2.6184], [-0.1629, 1.3855, 3.5584], [-0.7194, 1.2837, 4.8362], [-0.4957, 0.1404, 5.6093], [0.3003, -0.8885, 5.1092], [0.8622, -0.7901, 3.8421], [0.6267, 0.3353, 3.0383], [1.1764, 0.3216, 1.6412], [-1.3465, 2.0914, 5.2027], [-0.9544, 0.0520, 6.5932], [0.4706, -1.7851, 5.7034], [1.4688, -1.6098, 3.4459], [2.1938, -0.0905, 1.7207], [1.1905, 1.3227, 1.1901]], "forces_ev_per_angstrom": [[0.1, 0.4, -1.0], [-0.1, 0.4, 0.4], [1.1, -0.5, 0.3], [-1.1, 0.3, 0.4], [0.9, -0.2, 0.7], [-0.8, 0.6, 0.4], [0.3, -1.1, 0.6], [-1.1, -0.4, -0.8], [0.6, 0.4, -0.6], [-0.2, -0.2, -0.3], [-0.1, 0.2, 1.5], [3.2, 2.1, -5.1], [0.1, -0.1, 0.5], [0.2, -0.6, -0.3], [0.0, 0.6, -1.0], [0.3, -0.6, 0.2], [0.0, -0.3, 1.0], [-0.1, -0.1, -0.4], [-0.1, -0.2, 0.5], [0.1, -0.3, -0.2], [0.1, -0.1, 0.2], [-0.1, 0.2, -0.3], [0.2, 0.1, 0.2], [0.0, 0.0, -0.1], [-0.2, -0.1, -0.3], [0.4, 0.0, -0.5], [0.1, -0.1, -0.5], [-0.9, -0.6, 0.8], [-2.3, 1.5, 0.7], [0.2, 0.4, 0.6], [-1.0, -1.4, 1.6], [-0.4, -0.5, -0.2], [0.2, -0.7, 0.4], [-1.2, 1.2, 1.0], [-0.1, 0.1, -0.1], [-0.7, 1.4, 0.0], [1.2, -1.2, -1.3], [-0.3, -0.8, 1.3], [1.2, -0.9, -2.4], [0.4, 0.5, 2.0], [0.1, -0.1, 0.0], [0.1, 0.1, -0.2], [0.0, 0.2, -0.1], [-0.2, 0.3, 0.2], [-0.3, 0.1, 0.0], [0.0, -0.4, 0.1]], "multiplicity": 3, "de_lowest_kj_mol": 0.0, "total_charge": 2, "lumo_ev": [-6.58, -10.64], "e_homo_ev": [-14.761, -14.281]}

***

no.,E (eV)
1,-47239.90820
2,-27617.08474
3,-42878.71983
4,-43320.30585